# C3H9N3O

The molecule C3H9N3O (the ωB97M-V functional and the def2-TZVPD basis, OMol25).

Each line ends with the natural charge from an NBO analysis.
Positions of all 16 atoms, in Å:
O: 1.7439 0.6675 -0.0335  -0.61
C: 0.6405 0.3106 -0.3865  0.66
N: -0.3230 -0.0543 0.5207  -0.64
C: -0.3805 0.1469 1.9661  -0.06
N: -1.1203 -0.8362 2.6964  -0.82
C: 0.1380 0.0495 -1.8106  -0.34
N: 1.1369 0.4191 -2.8373  -0.83
H: -1.2187 -0.3102 0.1288  0.37
H: 0.6613 0.2429 2.2671  0.21
H: -0.7753 1.1485 2.1891  0.18
H: -0.7725 -1.7421 2.4276  0.36
H: -2.1127 -0.8187 2.5029  0.36
H: -0.8088 0.5446 -2.0268  0.21
H: -0.0971 -0.9837 -2.0935  0.22
H: 1.9575 -0.1760 -2.8141  0.37
H: 1.3308 1.3916 -2.6964  0.36

ΔE to the lowest compared entry with this formula, charge and spin: 73.9 kJ/mol
HOMO level: -9.31 eV
Lowest unoccupied orbital energy: 0.71 eV
Total charge: 0
Orbital gap: 10.02 eV
SMILES: NCNC(=O)CN
E_tot: -359.216307 Ha
Multiplicity: 1
Maximum force: 2.4 eV/Å